10
Properties=species:S:1:pos:R:3:forces:R:3:mulliken_charge:R:1 method="wB97M-V/def2-TZVPD" homo_energy_ev=-10.4 relative_energy_kj_mol=134.1 homo_lumo_gap_ev=11.31 fmax_ev_per_a=3.58
C -0.49657 0.95901 -0.04568 -0.6 -1.6 -0.5 -1.117
C -0.82851 -1.35783 -0.03943 -0.8 0.6 0.8 0.002
N -0.02474 -0.41636 -0.08301 0.1 1.0 -0.1 -0.245
Cl -0.34047 -2.94669 -0.09266 0.8 -1.9 -0.2 -0.143
Br 3.24378 0.90269 0.22593 -1.6 -1.1 -0.5 -0.317
H -1.53412 1.21764 0.01314 -1.0 -0.6 -0.7 0.370
H -0.15111 1.47164 0.75696 1.6 1.0 3.0 0.446
H 0.02808 1.43447 -0.80115 0.4 1.1 -2.0 0.395
H -1.88673 -1.32613 0.18354 -0.4 0.6 -0.3 0.273
H 1.99038 0.06157 -0.11765 1.5 1.0 0.5 0.337

22
Properties=species:S:1:pos:R:3:forces:R:3:mulliken_charge:R:1 method="wB97M-V/def2-TZVPD" homo_energy_ev=-16.4 relative_energy_kj_mol=67.5 homo_lumo_gap_ev=8.76 fmax_ev_per_a=6.07 charge=+2
C 1.65589 0.72155 -1.22987 1.3 0.4 -1.1 -0.552
C -0.08559 -0.60813 -0.26463 -0.4 -2.4 -1.2 -0.510
C 1.24726 1.77575 -0.51427 -1.4 -2.2 -0.5 -0.708
C 1.00513 -0.55294 -1.03902 -1.9 2.8 1.3 0.196
C -1.51299 0.45018 1.55701 2.9 -0.3 0.0 0.240
C -0.72005 0.64761 0.18229 -1.7 -0.8 2.1 1.015
N -1.88661 -0.80922 1.78739 0.3 1.3 -1.8 -0.243
N -1.48834 1.41360 2.49305 -0.9 -2.2 -1.8 -0.307
N 1.53174 -1.69186 -1.66806 -2.9 -5.3 1.0 -0.186
O 0.14454 1.72706 0.28866 0.2 0.1 0.2 -0.338
S -2.26972 0.94222 -0.77189 0.3 0.3 -1.0 -0.042
H 2.46309 0.87163 -1.99743 -0.8 -0.2 1.1 0.297
H -0.67418 -1.59452 -0.24261 1.1 1.7 0.2 0.135
H 1.64850 2.72052 -0.55637 1.0 2.0 0.0 0.533
H -2.06595 -1.42325 0.96770 -0.1 0.6 1.5 0.216
H -2.37699 -0.91603 2.62185 -1.2 -1.0 1.4 0.268
H -1.21086 2.29937 2.14768 0.4 1.1 0.2 0.263
H -2.14899 1.36109 3.25360 0.0 0.2 0.3 0.285
H 0.83719 -2.34953 -2.22522 1.2 2.1 0.7 0.448
H 1.74802 -2.39801 -0.90130 0.8 1.0 -1.0 0.453
H 2.27437 -1.47727 -2.25446 2.3 0.2 -1.4 0.329
H -2.22752 2.14190 -0.21927 -0.6 0.7 -0.1 0.210

113
Properties=species:S:1:pos:R:3:forces:R:3:mulliken_charge:R:1 method="wB97M-V/def2-TZVPD" homo_energy_ev=-7.1 relative_energy_kj_mol=130.9 homo_lumo_gap_ev=6.94 fmax_ev_per_a=0.68
Sn -0.03698 -0.31489 0.18712 -0.3 -0.1 0.4 1.902
Br 5.61277 0.96500 4.89233 0.1 -0.1 0.0 -0.197
C 5.49208 -0.86939 4.40611 0.0 0.0 0.0 0.110
C 6.56302 -1.48658 3.78598 0.0 0.0 0.0 -0.600
C 6.45293 -2.81806 3.40992 0.0 -0.1 -0.1 -0.274
C 5.26753 -3.51761 3.61129 0.0 0.5 0.2 -0.100
C 4.21401 -2.88479 4.27574 0.0 -0.1 0.1 -0.062
C 4.32561 -1.56529 4.67976 0.0 -0.1 -0.1 -0.220
N 5.21764 -4.90384 3.29208 -0.3 -0.3 0.0 -0.661
N 4.20991 -5.42759 2.76687 0.5 0.1 -0.2 -0.399
C 3.16789 -4.65885 2.20690 -0.5 0.1 0.0 0.212
C 1.88353 -5.10705 2.47176 0.3 0.1 0.2 -0.734
C 0.75531 -4.33453 2.21762 0.0 0.4 0.3 -0.703
C 0.85325 -3.07164 1.61766 0.2 0.1 0.6 -0.224
O -0.15818 -2.29845 1.44311 0.2 0.3 -0.1 -0.806
C 2.17728 -2.68633 1.15643 -0.1 0.0 0.1 0.398
N 2.24290 -1.55360 0.42238 0.2 0.1 0.0 1.034
C 3.39578 -1.14129 -0.05349 -0.2 -0.1 -0.1 -0.656
C 4.57709 -1.88055 0.11958 0.0 0.0 0.0 -1.415
C 4.53015 -3.04164 0.84277 0.0 0.1 0.0 -0.692
C 3.32050 -3.46164 1.44167 0.0 -0.2 -0.2 1.103
H 7.47420 -0.93618 3.59406 0.0 0.0 0.0 0.421
H 7.28465 -3.32486 2.93319 0.0 0.0 0.0 0.432
H 3.30422 -3.43584 4.48309 0.0 0.1 0.0 0.424
H 3.50645 -1.07544 5.18934 0.0 0.0 0.0 0.444
H 1.78948 -6.05830 2.98537 0.0 0.0 0.0 0.450
H -0.22811 -4.68008 2.51122 0.0 0.0 -0.1 0.413
H 3.37999 -0.21899 -0.63047 0.0 -0.1 0.0 0.348
H 5.49745 -1.53588 -0.33419 0.0 0.0 0.0 0.468
H 5.41463 -3.65707 0.93379 0.0 0.0 0.1 0.702
O -5.56718 0.31199 -2.92785 0.1 0.5 0.3 -0.563
C -5.03535 -0.84283 -3.25530 0.3 -0.3 0.0 0.488
O -5.43971 -1.50264 -4.18321 0.0 0.1 0.1 -0.623
C -3.90303 -1.33608 -2.40098 0.0 0.1 0.1 -0.174
C -3.46534 -2.64379 -2.38348 0.2 0.1 0.1 0.058
Cl -3.98206 -3.94858 -3.34167 0.1 -0.1 0.0 -0.134
N -2.45074 -2.74297 -1.48334 -0.1 -0.3 -0.1 -0.029
N -2.18072 -1.53872 -0.94683 0.0 0.0 0.1 0.638
C -3.04211 -0.68813 -1.47038 -0.2 0.1 -0.1 -0.143
C -3.01130 0.74743 -0.98385 0.0 0.6 0.2 0.579
O -4.09018 1.38210 -1.01025 0.2 -0.4 -0.4 -0.941
O -1.90948 1.18208 -0.55417 -0.4 -0.3 -0.1 -0.335
C -1.74261 -3.90786 -1.04772 0.1 -0.1 -0.1 -0.240
C -0.37462 -3.82475 -0.82181 0.0 0.1 -0.4 0.652
C 0.33116 -4.95667 -0.44335 0.0 -0.1 -0.4 -1.422
C -0.32590 -6.16756 -0.27844 -0.1 0.0 -0.1 -0.710
C -1.69780 -6.23486 -0.46852 0.0 0.0 0.1 -1.055
C -2.41315 -5.10651 -0.84347 -0.1 0.1 0.0 -0.412
H -5.06982 0.74975 -2.16610 -0.1 -0.1 0.0 0.432
H 0.12901 -2.86723 -0.90402 0.0 -0.2 -0.3 0.705
H 1.39971 -4.88955 -0.27709 -0.1 -0.1 -0.1 0.819
H 0.22905 -7.04917 0.01628 0.0 0.0 0.0 0.468
H -2.22289 -7.16952 -0.31599 0.0 0.0 0.0 0.394
H -3.48586 -5.15396 -0.95852 0.0 0.0 0.0 0.572
N -2.10574 0.49743 4.28079 0.0 0.0 0.1 -0.027
C -3.25119 -0.02779 3.72650 0.0 -0.1 -0.1 -0.998
C -2.93847 -0.29622 2.42952 0.0 0.2 -0.2 -0.678
N -1.64081 0.06993 2.18268 0.2 -0.2 0.1 0.746
C -1.15278 0.52266 3.31529 -0.3 0.0 -0.1 -0.637
C 0.22976 0.95053 3.44697 0.2 0.0 -0.1 -0.064
N 1.09698 0.77059 2.48098 0.0 -0.1 -0.2 0.975
C 2.29488 1.27103 2.92778 -0.1 0.0 -0.1 -0.544
C 2.14397 1.76274 4.18841 0.0 0.0 0.0 -1.085
N 0.81992 1.55307 4.51060 0.0 0.0 0.0 -0.072
H -2.00724 0.76867 5.24077 0.0 0.0 0.1 0.154
H -4.15659 -0.16317 4.29319 0.1 0.0 0.0 0.422
H -3.56554 -0.69804 1.64691 0.1 0.0 0.1 0.430
H 3.17750 1.25001 2.30709 0.0 0.0 0.1 0.491
H 2.84063 2.22589 4.86726 -0.1 -0.1 0.0 0.490
H 0.39356 1.80745 5.38061 -0.1 0.1 0.1 0.178
C 3.10383 5.60703 0.10910 -0.1 0.1 0.0 -0.987
C 1.73187 6.02977 0.62472 0.1 -0.1 -0.1 -0.521
C 0.68599 4.92048 0.53769 0.2 0.1 -0.1 -0.481
N 0.38199 4.52877 -0.83260 -0.1 -0.2 0.0 0.050
C 0.66389 3.34458 -1.38691 0.4 0.3 -0.2 0.324
S 1.80628 2.27582 -0.77025 -0.1 0.1 0.2 -0.193
N 0.11160 3.04212 -2.61186 -0.4 0.1 0.0 0.370
C -0.87252 3.58189 -3.45516 0.4 0.0 0.1 0.340
O -0.93481 3.12277 -4.57468 -0.2 0.1 0.0 -0.614
C -1.79286 4.69270 -3.05262 -0.1 -0.1 0.1 -0.027
C -2.45509 4.74147 -1.82768 -0.1 -0.1 -0.1 0.367
C -3.39757 5.73284 -1.59019 0.0 0.0 0.0 -1.119
C -3.67807 6.68037 -2.56376 0.0 0.0 0.0 -0.440
C -3.01900 6.63405 -3.78584 -0.1 0.0 0.0 -0.577
C -2.09697 5.63246 -4.03535 0.1 0.1 -0.1 -0.537
H 3.81726 6.42761 0.20884 0.0 0.0 0.0 0.401
H 3.05742 5.32052 -0.94341 0.0 0.0 0.0 0.237
H 3.47886 4.74824 0.66766 0.0 0.0 0.0 0.179
H 1.37585 6.90257 0.06950 0.0 0.0 0.0 0.311
H 1.81004 6.32320 1.67558 -0.1 0.1 0.0 0.366
H -0.24497 5.26093 0.99766 0.0 -0.1 0.0 0.354
H 1.03747 4.03606 1.06343 0.0 -0.1 0.0 -0.015
H -0.24118 5.13578 -1.33955 -0.1 0.0 0.0 0.257
H 0.48839 2.18225 -3.00436 0.0 -0.1 0.0 -0.579
H -2.28805 3.97099 -1.08851 0.0 -0.1 0.1 0.774
H -3.93027 5.74338 -0.64777 0.0 0.0 0.0 0.445
H -4.42903 7.43999 -2.37948 0.1 0.0 0.0 0.398
H -3.24668 7.36401 -4.55240 0.0 0.0 0.0 0.405
H -1.60815 5.56258 -4.99892 0.0 0.0 0.0 0.446
C 0.95505 0.87730 -5.95207 -0.1 -0.1 0.0 -0.971
N 0.67941 -0.54677 -5.79513 -0.1 0.1 0.1 -0.122
C 0.52383 -1.14827 -4.60038 0.0 0.5 -0.2 0.154
S 0.76138 -0.33510 -3.13231 0.1 -0.2 -0.2 -0.100
N 0.17701 -2.44090 -4.64286 -0.1 -0.3 0.0 -0.030
C -0.01495 -3.23093 -5.84032 0.0 0.0 0.0 -1.231
H 1.34119 1.04565 -6.95621 0.0 0.0 0.0 0.349
H 1.70445 1.17518 -5.22589 0.1 0.0 0.0 0.299
H 0.06332 1.48450 -5.79203 0.1 -0.1 0.0 0.361
H 0.32350 -1.02448 -6.60696 0.1 0.0 0.0 0.244
H 0.12556 -2.90302 -3.75733 -0.1 0.0 0.3 0.081
H -0.87185 -2.88269 -6.42369 0.0 0.0 0.0 0.353
H -0.21098 -4.25661 -5.53909 0.0 0.0 0.0 0.370
H 0.87432 -3.22430 -6.47701 0.0 0.0 0.0 0.382